{
  "formula": "C6H15N3",
  "method": "ωB97M-V/def2-TZVPD",
  "lumo_ev": 0.87,
  "total_charge": 0,
  "de_lowest_kcal_mol": 66.05,
  "orbital_gap_ha": 0.2741,
  "homo_energy_ev": -6.6,
  "energy_ha": -401.78201,
  "species": ["C", "C", "N", "H", "H", "C", "H", "C", "N", "H", "H", "H", "H", "H", "H", "C", "H", "H", "N", "H", "C", "H", "H", "H"],
  "xyz": [[-1.971, 0.824, -1.073], [-1.295, -0.189, -0.173], [0.867, -1.426, 0.815], [0.617, -0.300, 2.349], [-1.343, -1.188, -0.610], [0.900, -2.712, 0.171], [1.630, -2.790, -0.656], [0.516, 2.249, 0.226], [1.035, -0.175, -1.327], [0.334, 2.216, -0.842], [-2.074, 1.803, -0.603], [0.615, -0.881, -1.921], [0.269, 1.424, 2.780], [-1.704, -0.241, 0.834], [1.179, -3.472, 0.903], [0.476, 0.884, 0.811], [-0.197, 2.920, 0.712], [2.036, -0.351, -1.347], [0.478, 0.699, 2.114], [-1.414, 0.953, -2.004], [0.579, -0.362, 0.051], [-0.074, -3.030, -0.251], [1.520, 2.659, 0.382], [-2.980, 0.488, -1.340]],
  "nbo_charge": [-0.6432, -0.4205, -0.7718, 0.4620, 0.2049, -0.4115, 0.1485, -0.6829, -0.8787, 0.2641, 0.1962, 0.3649, 0.3951, 0.2006, 0.1970, 0.4070, 0.2203, 0.3685, -0.7451, 0.2163, 0.3016, 0.1479, 0.2444, 0.2146]
}

{
  "formula": "C7H6O2S",
  "method": "ωB97M-V/def2-TZVPD",
  "lumo_ev": 0.66,
  "smiles": "Oc1ccc2c(c1)SCO2",
  "total_charge": 0,
  "de_lowest_kcal_mol": 57.63,
  "orbital_gap_ha": 0.3134,
  "homo_energy_ev": -7.9,
  "energy_ha": -818.88739,
  "species": ["O", "C", "C", "S", "C", "H", "H", "H", "C", "C", "C", "C", "H", "O", "H", "H"],
  "xyz": [[-3.165, -1.210, -0.255], [-0.702, -1.402, 0.175], [0.697, 0.470, -0.142], [2.191, -1.625, -0.021], [-0.350, 1.410, 0.023], [-2.471, 1.577, -0.002], [3.240, 0.151, 1.166], [-3.795, -0.357, -0.523], [-1.878, -0.593, 0.098], [0.537, -0.963, 0.119], [3.014, 0.097, 0.046], [-1.689, 0.838, 0.388], [-0.979, -2.440, -0.072], [1.963, 1.017, -0.262], [-0.360, 2.567, -0.099], [3.746, 0.462, -0.638]],
  "nbo_charge": [-0.6835, -0.3074, 0.2450, 0.2084, -0.2317, 0.2047, 0.1890, 0.4884, 0.3299, -0.1803, -0.1512, -0.3138, 0.2351, -0.4992, 0.2442, 0.2226]
}

{
  "formula": "CH5N5",
  "method": "ωB97M-V/def2-TZVPD",
  "lumo_ev": [0.90, -1.89],
  "s_squared": 2.0168,
  "spin_multiplicity": 3,
  "total_charge": 0,
  "de_lowest_kcal_mol": 14.14,
  "orbital_gap_ha": [0.2611, 0.2964],
  "homo_energy_ev": [-6.2, -10.0],
  "energy_ha": -314.61787,
  "species": ["H", "H", "N", "C", "H", "N", "N", "H", "N", "H", "N"],
  "xyz": [[-3.037, -0.383, 0.696], [-0.620, 1.139, 0.126], [-1.521, 0.628, -0.056], [-2.134, 0.234, 0.967], [2.051, 1.139, -0.721], [0.853, -2.031, 0.954], [1.239, -1.296, 0.200], [-1.800, 0.440, 2.050], [2.046, 0.302, -1.205], [1.840, 0.383, -2.266], [1.084, -0.555, -0.747]],
  "nbo_charge": [0.1765, 0.3179, -0.6060, -0.0522, 0.3692, -0.0752, -0.0724, 0.1589, -0.5658, 0.3909, -0.0419]
}

{
  "formula": "C2H14N2O3",
  "method": "ωB97M-V/def2-TZVPD",
  "lumo_ev": 0.52,
  "smiles": "CNCN.O.O.O",
  "total_charge": 0,
  "de_lowest_kcal_mol": 68.77,
  "orbital_gap_ha": 0.3416,
  "homo_energy_ev": -8.8,
  "energy_ha": -419.73034,
  "species": ["H", "C", "H", "N", "H", "H", "H", "H", "O", "H", "H", "H", "H", "N", "H", "H", "H", "C", "O", "O", "H"],
  "xyz": [[0.296, 0.587, -2.412], [-1.489, 0.811, 0.862], [0.253, 0.221, 3.155], [-1.077, -1.316, 3.887], [-2.468, 0.886, 1.121], [2.048, 1.850, -4.545], [-1.566, 0.698, 3.229], [-0.785, -1.275, 4.849], [1.201, 0.480, -2.833], [1.596, -0.242, -2.449], [2.618, -2.786, -1.673], [-1.495, 0.778, -0.248], [-0.712, 1.608, 1.048], [-0.933, -0.309, 1.514], [-1.427, -1.119, 1.131], [1.553, 2.741, -5.515], [1.043, -2.292, -1.252], [-0.724, -0.120, 2.974], [2.389, 2.611, -4.952], [1.792, -2.428, -1.837], [-2.116, -1.383, 3.946]],
  "nbo_charge": [0.4704, -0.4099, 0.1845, -0.8569, 0.1721, 0.4746, 0.1285, 0.3690, -0.9565, 0.4842, 0.5001, 0.1862, 0.2011, -0.6706, 0.3659, 0.4526, 0.5071, -0.0215, -0.9286, -1.0043, 0.3518]
}

{
  "formula": "C6H5NO2S",
  "method": "ωB97M-V/def2-TZVPD",
  "lumo_ev": -1.44,
  "smiles": "O=[N+]([O-])C1=CC=CC=CS1",
  "total_charge": 0,
  "de_lowest_kcal_mol": 80.59,
  "orbital_gap_ha": 0.2553,
  "homo_energy_ev": -8.4,
  "energy_ha": -834.86201,
  "species": ["C", "C", "H", "C", "C", "H", "O", "C", "H", "N", "S", "C", "H", "O", "H"],
  "xyz": [[-0.488, 1.911, -0.301], [-2.332, -0.122, 0.178], [0.473, -2.147, 0.826], [0.844, -0.126, 0.311], [-1.473, -1.144, 0.361], [1.498, 1.701, -0.820], [-4.155, -1.541, -0.236], [-0.051, -1.124, 0.542], [-2.063, -2.146, 0.223], [-3.716, -0.385, -0.132], [-2.059, 1.616, 0.515], [0.590, 1.149, -0.240], [1.844, -0.299, 0.477], [-4.372, 0.650, -0.277], [-0.630, 2.949, -0.814]],
  "nbo_charge": [-0.2932, -0.0808, 0.2296, -0.1621, -0.1851, 0.2279, -0.3817, -0.2188, 0.2685, 0.4816, 0.2775, -0.2671, 0.2162, -0.3573, 0.2449]
}

{
  "formula": "C10H11N2O2",
  "method": "ωB97M-V/def2-TZVPD",
  "lumo_ev": -3.40,
  "smiles": "O/N=C(/c1ccccc1)[C@@]1(O)C=C[NH2+]1",
  "total_charge": 1,
  "de_lowest_kcal_mol": 88.02,
  "orbital_gap_ha": 0.3302,
  "homo_energy_ev": -12.4,
  "energy_ha": -647.23993,
  "species": ["C", "C", "O", "H", "H", "H", "C", "H", "C", "C", "H", "N", "C", "C", "H", "H", "H", "O", "H", "C", "C", "H", "H", "C", "N"],
  "xyz": [[1.457, 0.578, -1.806], [-0.681, -0.812, 1.144], [0.459, -3.137, -0.112], [0.445, 0.247, 2.373], [-0.174, 1.549, 0.885], [-3.635, -1.834, 0.685], [0.300, -0.864, -0.047], [0.697, 3.735, 0.133], [0.847, 2.834, -0.302], [1.746, 1.839, -2.311], [-2.478, 0.557, 0.254], [-1.446, -2.072, 1.573], [-2.612, -1.538, 0.886], [0.414, 1.597, 0.070], [2.195, 1.766, -3.274], [1.130, -3.833, -0.283], [1.646, -0.343, -2.243], [-0.245, -0.390, 2.365], [1.794, 4.060, -1.710], [1.520, 2.974, -1.524], [0.738, 0.460, -0.640], [-1.112, -3.028, 1.270], [-1.610, -2.086, 2.578], [-2.127, -0.349, 0.658], [0.731, -1.912, -0.621]],
  "nbo_charge": [-0.1612, 0.3899, -0.6015, 0.5185, 0.1833, 0.2655, 0.1506, 0.2226, -0.1961, -0.1918, 0.2548, -0.5380, -0.0490, -0.2242, 0.2352, 0.5217, 0.2334, -0.6939, 0.2395, -0.1661, -0.0824, 0.4703, 0.4511, -0.1604, -0.0722]
}

{
  "formula": "C3H5N2O2",
  "method": "ωB97M-V/def2-TZVPD",
  "lumo_ev": [-4.70, -4.70],
  "total_charge": 1,
  "de_lowest_kcal_mol": 73.31,
  "orbital_gap_ha": [0.2953, 0.2953],
  "homo_energy_ev": [-12.7, -12.7],
  "energy_ha": -376.91933,
  "species": ["H", "O", "C", "O", "H", "N", "H", "H", "H", "N", "C", "C"],
  "xyz": [[2.704, -0.472, -0.746], [0.725, 0.153, -0.752], [1.744, -0.356, -0.177], [0.659, -0.750, 3.051], [-0.954, -0.483, 0.416], [1.758, -0.914, 1.031], [-2.345, 0.983, -0.350], [-2.040, 0.000, -1.629], [-1.307, 1.522, -1.635], [-1.574, 0.672, -1.089], [1.089, -0.703, 1.990], [-0.459, 0.347, -0.110]],
  "nbo_charge": [0.2330, -0.3470, 0.4928, -0.3666, 0.1659, -0.5641, 0.4652, 0.4173, 0.4507, -0.7136, 0.9083, -0.1419]
}

{
  "formula": "N2P2S",
  "method": "ωB97M-V/def2-TZVPD",
  "lumo_ev": -1.20,
  "total_charge": 0,
  "de_lowest_kcal_mol": 80.58,
  "orbital_gap_ha": 0.2434,
  "homo_energy_ev": -7.8,
  "energy_ha": -1190.30360,
  "species": ["P", "N", "N", "P", "S"],
  "xyz": [[-0.387, -1.704, 0.027], [0.891, -0.809, -0.071], [-0.919, 1.400, 0.016], [1.917, 0.314, 0.012], [-1.670, 0.167, -0.014]],
  "nbo_charge": [0.4161, -1.1971, -0.7755, 0.8691, 0.6873]
}

{
  "formula": "C4H8O2",
  "method": "ωB97M-V/def2-TZVPD",
  "lumo_ev": 0.41,
  "smiles": "C=CCO.C=O",
  "total_charge": 0,
  "de_lowest_kcal_mol": 56.08,
  "orbital_gap_ha": 0.3665,
  "homo_energy_ev": -9.6,
  "energy_ha": -307.62306,
  "species": ["H", "C", "H", "C", "H", "H", "O", "O", "C", "H", "C", "H", "H", "H"],
  "xyz": [[-0.698, -0.276, -2.247], [-1.400, 0.380, -0.331], [-2.675, 0.063, 1.325], [2.239, 0.499, 0.879], [0.587, -1.180, 0.087], [2.505, 0.240, -0.163], [0.310, -1.302, -0.838], [1.444, -0.156, 1.511], [-0.299, -0.101, -1.240], [-1.792, 1.375, -0.549], [-1.884, -0.323, 0.688], [0.443, 0.714, -1.347], [2.729, 1.387, 1.314], [-1.509, -1.319, 0.909]],
  "nbo_charge": [0.1940, -0.2139, 0.2010, 0.2809, 0.4842, 0.1259, -0.7281, -0.5132, -0.0982, 0.1984, -0.4002, 0.1476, 0.1197, 0.2019]
}